Entry from OMol25: C27H44NO2OsSe2SiTe as an isolated structure (the ωB97M-V functional and the def2-TZVPD basis).

Geometry as XYZ:
```
79
C27H44NO2OsSe2SiTe, DFT the ωB97M-V functional and the def2-TZVPD basis
Os -0.44 0.19 -0.81
C 0.21 -0.68 3.22
Se 0.12 -1.18 1.34
C -1.05 -2.74 1.42
C -1.96 -2.72 0.22
Se -0.89 -2.27 -1.36
C -2.30 -2.39 -2.70
H -0.73 -0.27 3.58
H 1.02 0.04 3.31
H 0.47 -1.59 3.74
H -1.65 -2.69 2.33
H -0.42 -3.62 1.46
H -2.74 -1.96 0.31
H -2.42 -3.69 0.01
H -3.13 -1.74 -2.42
H -2.62 -3.42 -2.76
H -1.86 -2.07 -3.64
C 4.04 -0.11 -0.81
Si 2.61 0.71 -1.66
C 2.08 -0.22 -3.20
C 2.96 2.50 -2.04
O 1.37 0.69 -0.53
H 4.95 -0.01 -1.40
H 3.86 -1.17 -0.66
H 4.23 0.35 0.17
H 2.47 0.27 -4.09
H 0.99 -0.25 -3.32
H 2.46 -1.24 -3.20
H 3.65 2.60 -2.89
H 3.43 3.01 -1.19
H 2.05 3.04 -2.31
C -1.00 4.04 -1.65
C -0.93 2.60 -1.31
O -0.85 1.74 -2.23
N -1.00 2.02 -0.08
Te -0.18 2.68 1.61
C -0.55 4.74 1.63
C -1.84 5.28 1.72
C -3.09 4.48 1.54
C -1.94 6.65 1.96
C -0.82 7.46 2.11
C -0.96 8.93 2.40
C 0.44 6.89 1.98
C 0.61 5.54 1.73
C 2.01 5.00 1.60
C -1.57 2.05 3.07
C -2.74 1.29 2.88
C -3.27 0.81 1.55
C -3.46 0.95 4.01
C -3.08 1.32 5.30
C -3.89 0.92 6.50
C -1.92 2.07 5.44
C -1.15 2.44 4.35
C 0.09 3.26 4.60
H -0.44 4.22 -2.56
H -0.65 4.68 -0.84
H -2.05 4.29 -1.84
H -2.91 3.60 0.91
H -3.85 5.08 1.05
H -3.49 4.14 2.49
H -2.93 7.09 2.02
H -2.01 9.24 2.39
H -0.42 9.52 1.65
H -0.54 9.17 3.37
H 1.32 7.52 2.06
H 2.68 5.79 1.26
H 2.09 4.19 0.87
H 2.40 4.64 2.55
H -3.58 1.64 0.91
H -4.14 0.18 1.71
H -2.52 0.24 1.01
H -4.37 0.36 3.89
H -4.87 0.55 6.21
H -4.02 1.77 7.17
H -3.38 0.13 7.05
H -1.60 2.37 6.43
H 0.35 3.26 5.65
H -0.05 4.31 4.30
H 0.97 2.88 4.07
```

Output
Gap between HOMO and LUMO (alpha / beta) (eV): 7.61 / 7.34
M (g/mol): 918.49
Net charge: +2
ΔE to the lowest compared entry with this formula, charge and spin (eV): 1.566
LUMO (alpha / beta) (eV): -6.230 / -6.444
HOMO energy (alpha / beta) (eV): -13.8 / -13.8
Energy (a.u.): -6710.97644
Spin multiplicity: 2
Strongest force on any atom (eV/Å): 2.60